# 1
{"formula": "C3H12NO", "method": "the ωB97M-V functional and the def2-TZVPD basis", "homo_lumo_gap_ev": [6.239, 9.516], "total_energy_ha": -250.49028, "lumo_ev": [-14.59, -12.05], "e_above_lowest_ev": 5.8869, "s2": 1.745, "homo_energy_ha": [-0.765, -0.793], "multiplicity": 2, "charge": 2, "elements": ["O", "N", "C", "C", "C", "H", "H", "H", "H", "H", "H", "H", "H", "H", "H", "H", "H"], "positions_angstrom": [[0.0869, 0.9907, -0.0916], [2.2823, -0.1790, -0.8004], [3.0844, -0.0047, 0.4171], [-2.4990, -0.1758, 0.8038], [-2.2972, -0.4474, -0.6859], [2.5240, 0.7671, 1.0400], [-3.0485, -0.1709, -1.3670], [-2.7408, 0.8917, 1.1005], [3.0483, -0.8414, 1.1071], [-2.0110, -1.4512, -0.8670], [4.1241, 0.3332, 0.2825], [-0.0293, 2.0061, -0.0259], [1.2804, 0.1167, -0.7102], [-3.4841, -0.7589, 1.0107], [-1.4916, 0.1213, -0.9087], [-1.4748, -0.4092, 1.2254], [2.6459, -0.7882, -1.5305]], "forces_ev_per_a": [[-0.7312, 2.2809, 0.5756], [1.3440, -0.8489, 1.9292], [-1.6508, 2.4279, 0.2708], [1.1442, 1.0708, -0.6002], [-3.0443, -2.2600, 1.3598], [0.8395, -0.6095, -0.8415], [-1.9519, -0.0090, -0.2183], [-0.3035, -0.9153, 0.8290], [0.1009, -1.0113, -0.2977], [0.6223, -1.2793, -0.7907], [-0.3367, -0.4326, -0.4385], [0.3327, -1.5981, -0.2275], [0.9712, -0.1144, -0.6118], [0.2091, 0.6948, -0.4265], [3.7125, 2.0501, -0.0785], [-1.1904, 0.3474, -0.0705], [-0.0676, 0.2062, -0.3626]]}

---

# 2
{"formula": "C3H12NO2", "method": "the ωB97M-V functional and the def2-TZVPD basis", "homo_lumo_gap_ev": 10.249, "total_energy_ha": -326.44332, "lumo_ev": -3.53, "e_above_lowest_ev": 1.8989, "homo_energy_ha": -0.506, "multiplicity": 1, "charge": 1, "elements": ["O", "O", "N", "C", "C", "C", "H", "H", "H", "H", "H", "H", "H", "H", "H", "H", "H", "H"], "positions_angstrom": [[-0.2141, -1.4356, -1.8342], [4.3904, -2.4911, -0.0491], [-1.2689, -0.4531, 0.7292], [-0.0827, 0.4886, 0.9462], [-1.5713, 2.3608, 0.0962], [-0.4834, 1.7663, 0.9117], [-1.4941, 3.4377, -0.1039], [-2.4478, 2.4961, 0.7595], [5.0353, -3.1831, -0.1639], [4.2457, -2.0675, -0.8970], [0.6749, 0.0626, 1.5761], [-1.4372, -0.6391, -0.2701], [-0.9949, -1.3771, 1.0756], [-0.3687, -2.3384, -2.1570], [-2.0221, -0.1704, 1.3454], [-1.8236, 1.8956, -0.8520], [0.1180, 2.4711, 1.4748], [-0.2553, -0.8233, -2.5876]], "forces_ev_per_a": [[-0.3807, 0.1927, 0.1837], [-0.5795, 0.3931, 0.4254], [2.1068, -1.2185, -0.2530], [-2.6509, 0.7590, 1.0447], [-1.3858, 1.0167, 0.9356], [1.7628, 0.1915, -0.6097], [1.0340, -0.2911, -0.1392], [-0.2369, -0.7791, -0.3375], [0.3135, -0.2334, -0.2696], [0.2356, -0.1462, -0.1599], [0.2787, -0.0159, -0.0688], [-0.4551, 0.2926, 0.0093], [0.0865, 0.0129, -0.0484], [0.0995, 0.5056, -0.1576], [-0.5758, 0.2544, -0.6034], [-0.0772, -0.3911, 0.2105], [0.3418, 0.0405, -0.2914], [0.0826, -0.5837, 0.1294]]}

---

# 3
{"formula": "C3H12NO2", "method": "the ωB97M-V functional and the def2-TZVPD basis", "homo_lumo_gap_ev": 10.716, "total_energy_ha": -326.45339, "lumo_ev": -4.71, "e_above_lowest_ev": 1.6249, "homo_energy_ha": -0.567, "multiplicity": 1, "charge": 1, "elements": ["O", "O", "N", "C", "C", "C", "H", "H", "H", "H", "H", "H", "H", "H", "H", "H", "H", "H"], "positions_angstrom": [[-1.0116, -1.8774, 0.1828], [-1.7308, -1.0735, 2.9666], [-0.1883, 0.3639, -1.0986], [2.1366, 1.0234, -0.2197], [-0.8788, 0.3274, -2.2143], [0.7183, 1.4336, -0.5971], [-0.6116, -2.7206, 0.2975], [-0.9986, -1.3742, 3.3976], [0.6673, 2.2835, -1.2543], [-1.2532, -1.6587, 1.0926], [-0.8689, 1.2934, -2.8420], [-0.1568, -0.4748, -0.5698], [0.2513, 2.0776, 0.2317], [-2.4402, -1.6525, 3.4182], [2.2537, 0.5328, 0.8000], [2.8495, 1.8357, -0.2054], [-1.3655, -0.5804, -2.4698], [2.6275, 0.2409, -0.9159]], "forces_ev_per_a": [[-0.1395, 0.8654, -0.0344], [-4.7119, -0.6282, -0.8325], [-0.1599, 1.4647, -2.5533], [1.1478, -2.8588, 0.1826], [2.3725, 2.9769, 1.8235], [-0.9175, 2.1714, 1.1105], [0.5916, -1.3156, -0.2365], [3.5915, -1.0004, 1.9395], [0.4944, -0.1910, -1.4245], [-0.4905, 0.4544, 0.4348], [-0.2139, -1.8512, 0.8646], [-0.4085, -1.6345, 0.9937], [0.1659, -1.9518, -0.2794], [1.2498, 1.5383, -1.2417], [-0.6429, 0.6708, -1.1155], [-0.2821, 0.5537, -0.1362], [-0.5600, -0.5443, -0.1950], [-1.0867, 1.2802, 0.6998]]}

---

# 4
{"formula": "C3H12NO2S", "method": "the ωB97M-V functional and the def2-TZVPD basis", "homo_lumo_gap_ev": 6.701, "total_energy_ha": -724.95994, "lumo_ev": 3.68, "e_above_lowest_ev": 0.6417, "homo_energy_ha": -0.111, "multiplicity": 1, "charge": -1, "elements": ["S", "O", "O", "N", "C", "C", "C", "H", "H", "H", "H", "H", "H", "H", "H", "H", "H", "H", "H"], "positions_angstrom": [[2.2199, 0.1069, -0.3532], [0.4063, 2.6263, -0.5841], [-2.1428, 3.2948, -1.0533], [-0.8168, -2.5066, 0.5938], [-0.2326, -1.2059, 0.2922], [1.2888, -1.2605, 0.3931], [-2.1338, -2.4713, 1.2011], [-2.2579, -1.8062, 2.0632], [-0.6164, -0.4379, 0.9541], [-2.4108, -3.4887, 1.5011], [-2.8570, -2.2317, 0.4194], [0.3520, 2.6592, 0.3833], [1.5620, -2.1778, -0.1229], [-1.1943, 3.0268, -0.9221], [1.0176, 1.8383, -0.6959], [-0.4451, -0.8939, -0.7211], [1.6168, -1.3924, 1.4219], [-2.0396, 4.1716, -1.4461], [-0.1785, -3.0552, 1.1679]], "forces_ev_per_a": [[0.0556, 0.1801, -0.0234], [0.2606, 0.0932, 0.5106], [0.4379, 0.4300, -0.0835], [0.0324, -0.4296, 0.3873], [0.7331, 0.1078, 0.1140], [-0.0014, -0.2166, -0.2657], [-0.0629, -0.7512, -0.6068], [0.0661, 0.1921, -0.0199], [-0.2008, 0.3754, 0.3188], [0.1113, 0.0872, 0.1673], [-0.1479, 0.4136, 0.1507], [0.0881, 0.0205, -0.2861], [0.2109, -0.2535, -0.1579], [-0.4562, -0.2626, -0.1405], [-0.2649, -0.1399, -0.0196], [-0.3636, 0.0118, -0.3537], [-0.1645, 0.0118, 0.3468], [-0.2019, -0.2016, 0.0697], [-0.1317, 0.3314, -0.1085]]}

---

# 5
{"formula": "C3H12NO2S", "method": "the ωB97M-V functional and the def2-TZVPD basis", "homo_lumo_gap_ev": 6.652, "total_energy_ha": -724.94628, "lumo_ev": 3.77, "e_above_lowest_ev": 1.0136, "homo_energy_ha": -0.106, "multiplicity": 1, "charge": -1, "elements": ["S", "O", "O", "N", "C", "C", "C", "H", "H", "H", "H", "H", "H", "H", "H", "H", "H", "H", "H"], "positions_angstrom": [[-0.4721, -0.9431, 1.7217], [2.5045, 1.2041, 1.9532], [-2.3443, 1.8768, 0.9785], [0.0137, 0.9500, -1.0461], [-1.0850, -1.2142, 0.0502], [-0.2783, -0.5006, -1.1369], [1.0208, -1.3267, -1.2430], [1.8160, -0.7950, -1.6726], [1.3887, -1.7325, -0.2807], [1.0062, 1.0761, -0.9479], [-2.0048, 2.7765, 0.9630], [-1.5306, 1.2714, 1.0252], [1.7414, 1.5516, 1.4865], [-1.1513, -2.3064, -0.1283], [-2.1682, -1.0110, -0.0171], [-0.5659, 1.3970, -0.3898], [-0.9463, -0.5781, -1.9814], [0.8759, -2.1996, -1.8608], [2.1796, 0.5038, 2.5263]], "forces_ev_per_a": [[0.1138, 0.5410, 0.2244], [0.7622, 0.4468, 0.1281], [1.1361, -0.7219, -0.1965], [0.4225, -1.6419, -1.2256], [-0.5985, 0.1417, -0.5361], [-0.1064, -0.9325, 1.5236], [-0.8918, -0.6520, 0.4525], [1.2156, 0.9970, -0.7695], [-0.5179, 0.6346, -0.1368], [-0.0567, 0.3704, 0.6503], [0.1113, -0.0634, 0.0418], [-1.4245, 0.5718, 0.7008], [-0.3553, -0.4322, 0.0974], [0.7515, 0.3054, -0.3730], [0.2695, 0.7491, 0.0297], [-0.1979, 0.7278, 0.8163], [0.1040, -0.5664, -0.7041], [-0.2579, -0.3510, -0.4033], [-0.4797, -0.1244, -0.3198]]}

---

# 6
{"formula": "C3H12NO3", "method": "the ωB97M-V functional and the def2-TZVPD basis", "homo_lumo_gap_ev": 8.199, "total_energy_ha": -401.99623, "lumo_ev": 4.03, "e_above_lowest_ev": 0.5287, "homo_energy_ha": -0.153, "multiplicity": 1, "charge": -1, "elements": ["O", "O", "O", "N", "C", "C", "C", "H", "H", "H", "H", "H", "H", "H", "H", "H", "H", "H", "H"], "positions_angstrom": [[-2.3284, 0.0268, 0.6272], [-1.3491, -3.4652, 0.8631], [-0.1097, -1.3379, 0.3838], [0.5383, 0.4349, -1.0589], [0.5659, -1.0205, -0.7762], [0.6176, 1.2455, 0.1355], [1.1600, 2.6429, -0.2524], [-1.5164, -0.5704, 0.4952], [-0.3179, 0.6672, -1.5532], [-0.7877, -2.6262, 0.5253], [0.7055, 3.0310, -1.1552], [2.1705, 2.4798, -0.6516], [1.2037, 0.7803, 0.9302], [1.1084, 3.2569, 0.6341], [-0.3304, 1.4384, 0.6270], [0.2410, -1.4953, -1.7133], [-2.5273, -0.0993, 1.5575], [1.6328, -1.2602, -0.6540], [-0.6766, -4.1290, 1.0359]], "forces_ev_per_a": [[-0.0308, -0.1197, -0.0229], [0.3806, 0.2643, -0.4324], [-0.0041, -0.3023, -0.9939], [-0.0164, -0.4894, -0.2550], [0.0799, 0.7579, 1.0709], [-0.1008, 1.4397, -0.2290], [0.9644, -1.7183, -0.2996], [0.0026, 0.2462, -0.0157], [-0.0130, -0.0886, 0.1875], [-0.4855, -0.4847, 0.5995], [-0.9283, 0.3652, 0.2318], [0.2811, 0.2858, 0.6730], [0.3800, -0.1073, -0.3914], [0.1858, 0.7479, -0.1013], [-0.5231, -0.3629, -0.0670], [-0.3024, -0.2594, 0.0455], [-0.0839, -0.0275, 0.0415], [0.2206, -0.1434, -0.0746], [-0.0066, -0.0036, 0.0332]]}